Formula: C2H5NO3S
Source: OMol25
Level of theory: ωB97M-V/def2-TZVPD

Bonds (Å) are listed after each position.
Element x y z (Å)
1 C -0.01 -0.35 -1.86  C2 1.477, N3 1.477, H8 1.061, H9 1.037
2 C 0.43 0.39 -0.66  C1 1.477, N3 1.242, H10 1.090
3 N -0.63 -0.24 -0.53  C1 1.477, C2 1.242
4 O -0.14 1.58 2.39  S7 1.424
5 O 0.84 -0.54 3.38  S7 1.706, H12 0.949
6 O -1.38 -0.51 2.08  S7 1.698, H11 1.039
7 S -0.53 0.46 3.19  O4 1.424, O5 1.706, O6 1.698
8 H -0.33 0.09 -2.77  C1 1.061
9 H 0.44 -1.23 -2.21  C1 1.037
10 H 0.98 1.08 -0.02  C2 1.090
11 H -1.21 -0.19 1.11  O6 1.039
12 H 1.67 -0.37 2.95  O5 0.949

## Properties
E_tot, a.u.: -757.754180
Max |F|, eV/Å: 4.16
Lowest unoccupied orbital energy, eV: 0.64
Frontier orbital gap, eV: 11.23
Relative energy (zero: lowest compared OMol25 entry of this formula, charge and spin), eV: 3.993

Results of the natural (NBO) charge analysis, in e, for atoms 1 through 8:
1 C -0.2797
2 C 0.0922
3 N -0.3700
4 O -0.9590
5 O -0.9377
6 O -0.9256
7 S 1.7684
8 H 0.1856